# 1
A structure of composition C52H58Cl2F3N9NiO3 in a non-equilibrium geometry, computed with wB97M-V/def2-TZVPD.

Output
HOMO (alpha / beta) in eV: -7.42 / -7.36
Charge: 0
HOMO-LUMO gap (alpha / beta) in Eh: 0.289 / 0.286
Energy relative to the best compared isomer or geometry (same formula, charge and spin) in kJ/mol: 0.0
Multiplicity: 3

Each line ends with the Mulliken charge.
Positions of all 128 atoms, in Å:
Ni: -2.328 -1.484 0.606  1.966
C: -0.393 -1.069 -1.235  0.809
O: -0.477 -0.350 0.012  -0.140
O: -1.591 -1.636 -1.368  -1.004
C: 0.025 -0.204 -2.429  -0.005
F: 0.155 -0.963 -3.523  -0.265
F: -0.865 0.776 -2.659  -0.304
F: 1.231 0.390 -2.248  0.059
C: 0.696 0.130 0.673  1.250
C: 0.283 1.284 1.573  -1.520
H: -0.446 0.978 2.330  0.036
H: 1.100 1.759 2.116  0.271
H: -0.186 2.057 0.959  0.064
H: 1.404 0.564 -0.029  -0.660
H: 1.098 -0.695 1.264  0.037
H: 0.404 -1.832 -1.100  -0.052
C: -1.519 -0.701 4.642  -1.208
C: -2.704 -0.341 3.745  -0.618
O: -2.716 -0.984 2.539  -0.376
H: -0.592 -0.503 4.092  0.182
H: -1.550 -1.780 4.830  0.330
H: -1.561 -0.172 5.594  0.392
H: -2.733 0.766 3.673  0.221
H: -3.625 -0.566 4.318  0.327
N: 2.132 5.246 -1.326  -0.578
C: 1.361 6.343 -1.218  -0.582
C: -0.002 6.313 -1.407  -0.359
C: -0.637 5.090 -1.577  -0.482
C: 0.133 3.951 -1.664  -0.303
C: 1.523 4.094 -1.597  -0.125
H: 1.937 7.233 -0.994  0.426
H: -0.597 7.213 -1.318  0.448
H: -1.719 5.097 -1.633  0.508
H: -0.269 2.957 -1.806  0.272
H: 2.182 3.243 -1.728  0.804
N: 2.574 4.023 -5.942  -0.640
C: 3.514 4.221 -5.020  -0.363
C: 3.844 3.295 -4.041  -0.192
C: 3.165 2.090 -4.012  0.416
C: 2.138 1.885 -4.917  -0.344
C: 1.925 2.857 -5.892  -0.417
H: 4.007 5.187 -5.015  0.358
H: 4.683 3.455 -3.377  0.355
H: 3.370 1.328 -3.276  0.065
H: 1.478 1.030 -4.876  0.398
H: 1.138 2.702 -6.621  0.377
N: 3.130 -4.306 -1.005  -0.321
C: 2.959 -3.016 -1.318  -0.896
C: 3.210 -1.981 -0.432  0.690
C: 3.792 -2.240 0.796  -0.322
C: 4.025 -3.580 1.112  -0.607
C: 3.639 -4.550 0.204  -0.493
H: 2.514 -2.837 -2.290  0.383
H: 3.022 -0.960 -0.745  0.350
H: 4.093 -1.419 1.432  0.517
H: 4.480 -3.795 2.070  0.411
H: 3.805 -5.591 0.465  0.383
N: 4.078 1.631 -0.899  0.175
C: 3.930 1.830 0.411  -0.103
C: 4.905 1.583 1.356  -1.032
C: 6.115 1.061 0.910  -0.283
C: 6.301 0.841 -0.444  -0.799
C: 5.250 1.136 -1.304  -0.097
H: 2.963 2.173 0.768  0.469
H: 4.707 1.785 2.400  0.359
H: 6.933 0.843 1.586  0.392
H: 7.209 0.382 -0.810  0.409
H: 5.268 0.881 -2.359  0.439
N: -1.329 4.495 4.314  -0.539
C: -2.305 5.392 4.391  -0.315
C: -2.765 6.122 3.299  -0.513
C: -2.137 5.928 2.088  -0.346
C: -1.151 4.962 1.964  0.301
C: -0.785 4.267 3.112  -0.382
H: -2.765 5.597 5.351  0.368
H: -3.572 6.825 3.448  0.389
H: -2.324 6.589 1.247  0.403
H: -0.617 4.768 1.045  0.283
H: -0.039 3.484 3.153  0.378
N: -3.506 0.160 -0.013  0.774
C: -3.016 1.393 0.184  -0.630
C: -3.512 2.538 -0.404  -0.524
C: -4.559 2.419 -1.309  -0.553
C: -5.189 1.188 -1.400  -0.870
C: -4.636 0.112 -0.726  -0.124
H: -2.237 1.425 0.933  0.559
H: -2.980 3.461 -0.222  0.448
H: -4.891 3.310 -1.827  0.435
H: -6.022 1.002 -2.063  0.434
H: -5.148 -0.843 -0.743  0.158
N: -2.367 -5.446 -2.980  -0.404
C: -1.807 -6.625 -2.717  -0.134
C: -0.441 -6.912 -2.779  -0.535
C: 0.399 -5.840 -3.050  -0.241
C: -0.147 -4.579 -3.275  -0.102
C: -1.524 -4.454 -3.269  -0.487
H: -2.497 -7.432 -2.487  0.350
H: -0.154 -7.910 -2.481  0.413
H: 1.478 -5.944 -3.038  0.341
H: 0.575 -3.820 -3.541  0.409
H: -1.915 -3.481 -3.553  0.475
N: -3.978 -2.769 0.396  0.472
C: -4.943 -2.916 1.302  -0.363
C: -6.105 -3.625 1.036  -0.804
C: -6.231 -4.296 -0.161  -0.367
C: -5.212 -4.190 -1.113  -0.884
C: -4.119 -3.427 -0.777  -0.257
H: -4.783 -2.395 2.240  0.386
H: -6.898 -3.670 1.770  0.475
H: -7.109 -4.904 -0.336  0.393
H: -5.246 -4.739 -2.042  0.558
H: -3.312 -3.221 -1.472  0.373
N: -1.060 -3.118 1.198  0.709
C: -0.376 -3.169 2.342  -0.399
C: 0.441 -4.233 2.694  -1.002
C: 0.644 -5.260 1.780  -0.272
C: -0.057 -5.208 0.581  -0.639
C: -0.867 -4.119 0.334  -0.164
H: -0.529 -2.341 3.021  0.123
H: 0.943 -4.224 3.651  0.499
H: 1.361 -6.041 1.995  0.487
H: 0.124 -5.922 -0.211  0.307
H: -1.403 -4.057 -0.605  0.301
C: 2.972 2.321 5.866  -0.326
Cl: 2.506 3.019 4.316  -0.091
Cl: 4.455 1.369 5.716  -0.167
H: 3.186 3.124 6.562  0.323
H: 2.160 1.712 6.244  0.252

---

# 2
The molecule C3H5NO3, computed with wB97M-V/def2-TZVPD.

Output
HOMO in eV: -10.36
Charge: 0
HOMO-LUMO gap in Eh: 0.414
SMILES: C1OC[C@]2(NO2)O1
Energy relative to the best compared isomer or geometry (same formula, charge and spin) in kJ/mol: 402.7

Each line ends with the Mulliken charge.
Positions of all 12 atoms, in Å:
C: 0.811 -0.208 -1.212  -0.147
O: 1.353 0.780 -0.369  -0.368
C: 0.435 0.938 0.705  -0.263
C: -0.714 0.027 0.309  0.880
N: -1.091 -1.095 1.106  -0.574
O: -1.963 0.088 0.827  -0.392
O: -0.591 -0.139 -1.059  -0.416
H: 1.152 -1.210 -0.903  0.273
H: 1.071 -0.012 -2.251  0.215
H: 0.101 1.979 0.753  0.221
H: 0.871 0.640 1.663  0.287
H: -1.435 -1.788 0.432  0.286

---

# 3
A structure of composition C3F5NO2S in a non-equilibrium geometry, computed with wB97M-V/def2-TZVPD.

Output
HOMO in eV: -10.33
Charge: 0
HOMO-LUMO gap in Eh: 0.306
Energy relative to the best compared isomer or geometry (same formula, charge and spin) in kJ/mol: 0.0

Each line ends with the Mulliken charge.
Positions of all 12 atoms, in Å:
C: -0.250 -0.208 0.875  -0.214
C: 0.687 0.332 -0.739  0.691
C: -0.864 -1.568 0.653  0.910
N: 0.605 1.736 -0.604  0.842
O: 1.438 2.203 0.174  -0.457
O: -0.287 2.285 -1.185  -0.559
F: 0.327 -0.142 -1.952  -0.214
F: 1.964 -0.013 -0.404  -0.230
F: -0.988 -2.253 1.813  -0.237
F: -0.295 -2.323 -0.316  -0.238
F: -2.087 -1.350 0.223  -0.226
S: -0.108 0.701 2.186  -0.067

---

# 4
A structure of composition C26H36BLuNO3P2 in a non-equilibrium geometry, computed with wB97M-V/def2-TZVPD.

Output
HOMO (alpha / beta) in eV: -7.67 / -8.18
Charge: +1
HOMO-LUMO gap (alpha / beta) in Eh: 0.181 / 0.200
Energy relative to the best compared isomer or geometry (same formula, charge and spin) in kJ/mol: 200.3

Each line ends with the Mulliken charge.
Positions of all 70 atoms, in Å:
C: 1.982 -5.020 -0.544  -0.901
C: 1.300 -3.817 -0.732  0.384
C: 0.081 -3.653 -0.050  0.359
C: -0.421 -4.615 0.814  0.290
C: 0.299 -5.791 1.027  -0.926
C: 1.491 -5.996 0.329  -0.905
C: -1.603 -4.223 1.701  0.354
C: -2.548 -3.219 1.023  -0.342
C: -1.989 -2.375 0.073  0.584
C: -2.671 -1.221 -0.438  -0.472
C: -3.951 -0.961 0.058  -0.596
C: -4.481 -1.778 1.057  -1.269
C: -3.796 -2.893 1.544  -0.865
H: 2.920 -5.181 -1.080  0.420
H: -0.088 -6.526 1.737  0.473
H: 2.046 -6.922 0.472  0.390
H: -2.192 -5.122 1.924  0.995
H: -4.532 -0.134 -0.352  0.676
H: -5.464 -1.543 1.470  0.407
H: -4.216 -3.522 2.332  0.495
N: -0.587 -2.421 -0.145  0.426
Lu: -0.457 -0.544 0.364  0.527
C: 1.832 -2.708 -1.616  -1.130
H: 1.181 -2.570 -2.496  0.426
H: 2.843 -2.961 -1.966  0.476
C: -1.948 -0.392 -1.523  -1.165
H: -0.930 -0.858 -1.705  0.425
H: -2.449 -0.474 -2.503  0.872
P: 1.944 -1.048 -0.805  0.925
P: -1.653 1.467 -1.336  1.523
C: -3.194 2.276 -0.855  -1.484
H: -2.948 3.250 -0.408  0.303
H: -3.819 2.431 -1.746  0.459
H: -3.743 1.682 -0.117  0.326
C: -1.261 1.991 -3.031  -1.484
H: -2.059 2.651 -3.400  0.461
H: -0.309 2.537 -3.028  0.286
H: -1.178 1.118 -3.692  0.421
C: 3.268 -1.386 0.405  -1.478
H: 4.212 -1.584 -0.122  0.436
H: 3.385 -0.505 1.051  0.376
H: 3.004 -2.250 1.029  0.361
C: 2.787 -0.054 -2.066  -1.112
H: 2.568 1.004 -1.866  0.098
H: 3.871 -0.222 -2.021  0.448
H: 2.411 -0.310 -3.065  0.399
C: -0.989 -3.563 2.814  -0.289
O: -0.544 -2.447 2.940  -0.499
H: -1.139 -4.503 3.342  0.413
C: 0.935 4.989 -0.976  -1.877
C: 1.368 3.834 -0.070  1.416
C: 2.873 3.896 0.080  -1.858
O: 1.035 2.601 -0.725  0.115
B: -0.212 2.237 -0.196  0.085
O: -0.610 2.986 0.921  -0.618
C: 0.541 3.765 1.272  1.525
C: 1.282 3.033 2.395  -1.699
C: 0.052 5.091 1.817  -1.800
H: -0.156 5.043 -1.108  0.233
H: 1.397 4.869 -1.964  0.455
H: 1.283 5.944 -0.561  0.408
H: 3.347 3.850 -0.907  0.472
H: 3.158 4.848 0.546  0.400
H: 3.264 3.078 0.694  0.311
H: 2.103 3.651 2.782  0.391
H: 0.586 2.847 3.224  0.478
H: 1.692 2.064 2.073  0.108
H: -0.524 5.655 1.075  0.362
H: -0.585 4.919 2.692  0.457
H: 0.905 5.702 2.136  0.340